Entry 1:
The following is a quantum chemistry calculation of a 2-piece molecular cluster, C5H16NO2 overall, from the OMol25 dataset.

## Properties
**Spin multiplicity**: 2
**Energy above the lowest of the compared OMol25 structures with the same formula, charge and spin**: 307.2 kJ/mol
**⟨S²⟩**: 0.751
**Molar mass**: 122.19 g/mol
**HOMO (spin up / spin down)**: -2.93 / -11.03 eV
**Orbital gap (spin up / spin down)**: 0.132 / 0.425 Ha
**Net charge**: 0

Cartesian coordinates (Å):
C 1.48371 -2.03428 0.60311
C 0.97456 -0.61806 0.20398
C 0.14845 -0.31866 -0.90875
C -0.25204 1.06222 -1.39594
C 0.81230 2.10152 -1.30207
O 0.83270 2.58569 0.02916
N 0.22137 -0.07270 1.45647
H 0.70405 -2.78617 0.74143
H 1.93087 -1.96404 1.69909
H 2.49130 -2.26437 0.07363
H 1.87837 0.11844 0.14818
H -0.81957 -0.95656 -0.88978
H 0.57827 -0.90375 -1.75385
H -1.08187 1.28090 -0.55577
H -0.57458 1.02808 -2.45682
H 1.89537 1.80980 -1.68222
H 0.50001 3.00585 -1.82444
H 0.74997 3.50626 -0.06983
H 0.25053 0.93371 1.33449
H 0.83295 -0.27882 2.28714
H -0.69001 -0.57003 1.74547
H -4.20377 -2.13095 1.37975
H -4.49058 -1.31311 0.13637
O -4.17236 -1.22097 1.00119

Forces on atoms 1 to 3 (eV/Å):
2.561 0.958 1.518
2.420 1.401 4.033
-2.897 -3.780 -4.888

***

Entry 2:
The following is a quantum chemistry calculation of C24H16BrN6O3SeSr as an isolated structure, from the OMol25 dataset.

## Properties
**Spin multiplicity**: 1
**Energy above the lowest of the compared OMol25 structures with the same formula, charge and spin**: 0.0 kJ/mol
**Molar mass**: 682.92 g/mol
**HOMO**: -4.19 eV
**Orbital gap**: 0.219 Ha
**Net charge**: -1

Cartesian coordinates (Å):
Sr -0.51984 0.42247 -0.00699
O -0.48779 2.79678 3.86951
C -0.59218 2.01622 2.91154
N -0.36283 2.20870 1.61252
C 0.06003 3.45912 1.10059
C -0.05592 4.66151 1.81290
C 0.31749 5.87928 1.26563
C 0.82739 5.92759 -0.01927
C 0.96496 4.75504 -0.74485
C 0.59323 3.50967 -0.22164
N 0.66982 2.31267 -0.97684
C 1.47824 2.19862 -2.02656
O 2.30545 2.99533 -2.49633
C 1.37488 0.86528 -2.78362
C 2.14911 0.72597 -3.93624
C 2.07329 -0.43838 -4.67444
C 1.21807 -1.44901 -4.25193
C 0.49263 -1.24276 -3.09525
N 0.57009 -0.12514 -2.37008
C -1.06188 0.60334 3.29244
C -1.68221 0.45922 4.53090
C -2.08549 -0.79774 4.94023
C -1.84798 -1.88356 4.11208
C -1.23241 -1.65364 2.89758
N -0.85164 -0.44302 2.48637
H -0.44517 4.62033 2.81594
H 0.20874 6.78382 1.85308
H 1.12719 6.87041 -0.46282
H 1.37627 4.78530 -1.74012
H 2.78633 1.55447 -4.20796
H 2.66753 -0.55979 -5.57198
H 1.11217 -2.37349 -4.80357
H -0.19306 -2.00155 -2.73105
H -1.81432 1.34363 5.13517
H -2.58312 -0.93151 5.89326
H -2.16363 -2.88251 4.37844
H -1.05386 -2.47106 2.21144
O 1.18155 -5.94228 -1.92015
C 0.75844 -4.81460 -1.30321
C -0.58561 -4.51359 -1.11601
C -0.91663 -3.32665 -0.49287
N -0.00358 -2.45028 -0.05424
C 1.26247 -2.78428 -0.21754
Br 2.52097 -1.54174 0.45724
C 1.71989 -3.93050 -0.83592
H 0.42015 -6.46600 -2.19148
H -1.36535 -5.18664 -1.45142
H -1.95066 -3.04806 -0.33931
H 2.77320 -4.13440 -0.95668
Se -3.20416 -0.70794 -1.17424
C -3.77793 -1.54472 0.33221
N -4.17232 -2.10994 1.26554

Forces on atoms 1 to 3 (eV/Å):
-0.399 -1.089 -0.070
-0.017 -0.058 -0.028
0.024 0.142 0.026

***

Entry 3:
The following is a quantum chemistry calculation of one molecule with the formula C3H8N2OS, from the OMol25 dataset.

## Properties
**Spin multiplicity**: 1
**Energy above the lowest of the compared OMol25 structures with the same formula, charge and spin**: 245.2 kJ/mol
**Structure (SMILES)**: NC(=O)[C@@H](N)CS
**Molar mass**: 120.18 g/mol
**HOMO**: -9.37 eV
**Orbital gap**: 0.355 Ha
**Net charge**: 0

Cartesian coordinates (Å):
N 1.19134 -1.67010 -1.29461
C 1.07244 -0.29206 -0.98625
O 2.03865 0.54209 -1.11018
C 0.04393 -0.04257 0.35159
N 0.66454 0.60746 1.51058
C -1.16535 0.65848 -0.21772
S -2.93126 0.53788 0.23954
H 0.49301 -2.31051 -0.85655
H 2.15560 -1.95852 -1.16621
H -0.36556 -1.02629 0.60838
H -0.06050 1.23372 1.80069
H 1.44036 1.28547 1.20554
H -1.22168 0.36759 -1.20765
H -0.84115 1.67096 -0.35166
H -2.51435 0.39640 1.47453

Forces on atoms 1 to 3 (eV/Å):
-0.845 1.112 0.219
3.977 1.133 4.659
-4.112 -3.188 -0.613

***

no.,maximum force (eV/Å)
1,6.825
2,1.162
3,6.230